Here is a 15-piece molecular cluster, C45H105N15O15 overall in a non-equilibrium geometry from the Open Molecules 2025 dataset. Energies are from ωB97M-V/def2-TZVPD.

Last column: Löwdin charge in e.
Atoms and positions in Å:
C: 1.1781 29.9105 -20.1329  -0.0013
C: 1.6149 29.5034 -18.7395  -0.5559
O: 1.6770 30.3637 -17.8651  0.0289
N: 2.0421 28.2438 -18.5784  0.0430
C: 2.3754 27.7455 -17.2740  -0.1089
H: 1.0733 29.0480 -20.7960  0.0739
H: 1.7806 30.6695 -20.6253  0.0819
H: 0.1811 30.3507 -20.0584  0.0804
H: 2.2413 27.6739 -19.3863  0.1152
H: 2.9816 28.5015 -16.7696  0.1059
H: 2.8972 26.7890 -17.2735  0.0634
H: 1.4898 27.5642 -16.6564  0.0699
C: 3.3088 19.0360 -13.0574  0.0209
C: 4.6370 18.5896 -12.4933  -0.5099
O: 5.0715 19.1628 -11.4986  0.0157
N: 5.2493 17.5829 -13.1219  0.0281
C: 6.5296 17.0078 -12.7642  -0.0653
H: 3.3429 20.1159 -13.2010  0.0554
H: 2.4829 18.8052 -12.3850  0.0915
H: 3.0711 18.6347 -14.0426  0.0754
H: 4.7693 17.1040 -13.8637  0.1409
H: 6.4328 16.2040 -12.0318  0.0864
H: 7.2551 17.6835 -12.3129  0.0830
H: 6.9971 16.6508 -13.6802  0.0844
C: 2.1232 24.5044 -8.5644  0.0026
C: 1.9749 25.0381 -9.9789  -0.5506
O: 2.9004 25.5646 -10.5958  0.0053
N: 0.7353 24.9318 -10.4786  0.0492
C: 0.3887 25.2607 -11.8926  -0.0211
H: 1.1892 24.0108 -8.2957  0.0790
H: 2.2834 25.3180 -7.8580  0.0917
H: 2.9372 23.7865 -8.4694  0.0101
H: -0.0021 24.5622 -9.9076  0.1281
H: 0.8123 24.4012 -12.4143  0.0633
H: 1.0040 26.1302 -12.1168  0.0543
H: -0.6730 25.3531 -12.0788  0.0907
C: 2.5121 27.9423 -13.4804  0.0400
C: 0.9987 27.8025 -13.2897  -0.5131
O: 0.2825 27.2256 -14.0861  0.0060
N: 0.5267 28.2848 -12.1245  0.0256
C: -0.8611 28.2187 -11.7350  -0.0590
H: 2.6642 28.5958 -14.3421  0.0978
H: 2.9494 26.9598 -13.6281  0.0392
H: 2.9529 28.5053 -12.6579  0.0916
H: 1.1065 28.8692 -11.5505  0.1398
H: -1.1864 29.1750 -11.3160  0.0890
H: -1.0695 27.4562 -10.9832  0.0792
H: -1.5737 28.0976 -12.5507  0.0917
C: 7.3520 25.0775 -13.4395  0.0347
C: 5.9882 25.4510 -12.8880  -0.4933
O: 5.2330 26.1488 -13.5736  -0.0339
N: 5.6506 25.0695 -11.6525  0.0570
C: 6.4117 24.3598 -10.6303  -0.0477
H: 7.4580 23.9901 -13.4396  0.0953
H: 8.0858 25.4192 -12.7048  0.0954
H: 7.4605 25.5339 -14.4141  0.0608
H: 4.7500 25.4056 -11.3240  0.0984
H: 7.1149 25.0407 -10.1480  0.0937
H: 6.9279 23.4920 -11.0404  0.0875
H: 5.7586 23.9744 -9.8490  0.0679
C: 3.1815 23.1459 -13.1987  0.0062
C: 2.3060 23.8500 -14.1846  -0.5169
O: 1.3568 23.2429 -14.6908  0.0088
N: 2.6564 25.1011 -14.5177  0.0641
C: 2.0295 25.9768 -15.4694  -0.1299
H: 2.9137 22.1174 -12.9834  0.0295
H: 3.2377 23.7324 -12.2771  0.0665
H: 4.1903 23.0828 -13.6246  0.0982
H: 3.3958 25.5307 -13.9752  0.0783
H: 1.1764 26.5235 -15.0576  0.0201
H: 1.7778 25.4852 -16.4113  0.0833
H: 2.7769 26.7173 -15.7705  0.0341
C: 5.1633 24.1613 -16.8776  -0.0836
C: 5.8000 23.2888 -17.9518  -0.5450
O: 5.3270 22.1933 -18.1841  0.0726
N: 6.7624 23.8978 -18.6851  -0.0677
C: 7.3965 23.2904 -19.8466  -0.0413
H: 4.0811 24.0268 -16.8940  0.0944
H: 5.3084 25.2419 -16.9161  -0.0468
H: 5.4967 23.8097 -15.8985  0.1092
H: 7.0703 24.8099 -18.4052  0.1238
H: 7.4963 24.0885 -20.5801  0.0947
H: 6.7724 22.5167 -20.2902  0.0956
H: 8.3350 22.7913 -19.6062  0.0894
C: -4.9945 24.5492 -12.1175  -0.0021
C: -3.8088 23.6911 -12.4027  -0.5595
O: -3.5191 22.7381 -11.6787  0.0118
N: -2.9734 24.0944 -13.3776  0.0314
C: -1.7808 23.3985 -13.7984  -0.0737
H: -4.9924 25.0643 -11.1619  0.0821
H: -5.8803 23.9116 -12.1518  0.0860
H: -5.1201 25.2639 -12.9359  0.0724
H: -3.1825 24.8946 -13.9455  0.0781
H: -1.3503 23.9903 -14.6043  0.0766
H: -2.0024 22.3876 -14.1383  0.0858
H: -1.0418 23.3405 -12.9951  0.0453
C: 0.5035 21.1020 -12.3964  -0.0134
C: -0.1207 19.9470 -11.6368  -0.5236
O: -0.2352 18.8606 -12.1809  0.0389
N: -0.5979 20.1999 -10.4002  0.0139
C: -1.2984 19.2568 -9.5829  -0.0797
H: -0.1879 21.4540 -13.1625  0.0491
H: 1.4319 20.7588 -12.8405  0.0455
H: 0.6545 21.9539 -11.7297  0.0673
H: -0.3876 21.0989 -10.0044  0.1235
H: -1.6296 19.7230 -8.6530  0.0831
H: -0.7123 18.3985 -9.2502  0.0855
H: -2.2209 18.9429 -10.0746  0.0932
C: 0.0452 19.8663 -15.2009  0.0067
C: 1.3089 19.5160 -15.9638  -0.5561
O: 1.4183 18.5187 -16.6655  0.0313
N: 2.3100 20.4011 -15.8081  -0.0025
C: 3.5798 20.3066 -16.5171  -0.0573
H: 0.0922 20.8732 -14.7956  0.0331
H: -0.2048 19.1322 -14.4318  0.0802
H: -0.7725 19.7156 -15.9058  0.0861
H: 2.1028 21.2624 -15.3258  0.0815
H: 4.1091 21.2341 -16.3299  0.0580
H: 3.3013 20.2719 -17.5723  0.0885
H: 4.1014 19.3958 -16.2250  0.0797
C: -1.8558 22.1880 -18.9412  0.0060
C: -1.3202 22.2148 -17.5157  -0.5279
O: -2.0293 21.7344 -16.6292  0.0066
N: -0.1431 22.7806 -17.2021  0.0486
C: 0.8777 23.2051 -18.1284  -0.0723
H: -1.1187 21.9236 -19.6982  0.0684
H: -2.4549 23.0637 -19.1836  0.0793
H: -2.5623 21.3585 -18.9144  0.0821
H: 0.0660 22.8085 -16.2128  0.0831
H: 1.8633 22.8978 -17.7816  0.0773
H: 0.8417 24.2805 -18.3469  0.0562
H: 0.7642 22.8250 -19.1453  0.0817
C: 5.7158 28.6349 -20.3339  0.0069
C: 4.9533 27.3219 -20.4056  -0.5361
O: 3.8968 27.2242 -21.0294  0.0049
N: 5.4291 26.3293 -19.6386  0.0536
C: 4.8370 25.0228 -19.5400  -0.0712
H: 5.0499 29.4034 -20.7177  0.0795
H: 6.6841 28.6174 -20.8318  0.0847
H: 5.9334 28.9007 -19.2991  0.0586
H: 6.2926 26.5503 -19.1584  0.0986
H: 4.0887 24.9336 -20.3258  0.1062
H: 4.4175 24.8128 -18.5548  0.0629
H: 5.5539 24.2302 -19.7715  0.0487
C: 5.9241 26.3015 -16.0754  -0.0569
C: 6.8187 27.4857 -16.3837  -0.4724
O: 7.0389 27.7738 -17.5537  0.0208
N: 7.3968 28.1338 -15.3567  0.0283
C: 8.1908 29.3421 -15.4433  -0.0570
H: 5.7493 26.0538 -15.0285  0.0241
H: 6.3733 25.4201 -16.5357  0.0631
H: 4.9679 26.4490 -16.5762  0.1006
H: 7.0592 27.9182 -14.4329  0.1243
H: 8.2816 29.6387 -16.4855  0.0838
H: 9.1751 29.1980 -14.9996  0.0819
H: 7.7130 30.1716 -14.9194  0.0854
C: -3.7901 27.1693 -17.2565  0.0062
C: -2.8928 26.7368 -16.1044  -0.5292
O: -3.3659 26.7105 -14.9651  -0.0016
N: -1.6121 26.4564 -16.3335  0.0499
C: -0.8991 26.4276 -17.5891  -0.0590
H: -3.2816 27.7911 -17.9974  0.0745
H: -4.6478 27.7203 -16.8891  0.0815
H: -4.0973 26.2760 -17.8065  0.0869
H: -1.0596 26.2980 -15.5005  0.1050
H: -0.0639 25.7460 -17.4495  0.0456
H: -0.5533 27.4138 -17.9163  0.0823
H: -1.5275 26.1372 -18.4328  0.0903
C: 3.1181 21.8178 -10.4128  0.0221
C: 4.1798 21.9342 -9.3266  -0.5084
O: 4.0114 22.6428 -8.3408  0.0125
N: 5.2866 21.1979 -9.5392  0.0306
C: 6.4431 21.3671 -8.6797  -0.0626
H: 2.4218 21.0012 -10.2181  0.0979
H: 3.6291 21.6503 -11.3599  0.0544
H: 2.5107 22.7200 -10.4132  0.0576
H: 5.2739 20.5048 -10.2793  0.0770
H: 6.8834 22.3581 -8.7889  0.0650
H: 7.1926 20.6314 -8.9722  0.0880
H: 6.2238 21.1766 -7.6303  0.0872

Energy, hartree: -3727.572131
HOMO level, eV: -8.78
Largest force on an atom, Eh/bohr: 0.0920
Charge: 0
Energy relative to the best compared isomer or geometry (same formula, charge and spin), eV: 9.223